Record 1
Below is a molecular structure, C34H86F6LiN15O20S2, with properties calculated with ωB97M-V with the def2-TZVPD basis set.

```
! RIJCOSX wB97M-V def2-TZVPD def2/J DEFGRID3
* xyz 0 1
Li 9.99 2.29 -3.78
C 8.08 1.85 -0.96
F 8.50 2.91 -0.36
F 7.14 1.39 -0.12
F 7.77 2.15 -2.17
S 9.54 0.57 -0.97
O 10.31 0.81 0.25
O 8.94 -0.74 -1.10
N 10.48 1.05 -2.39
S 11.74 0.18 -2.08
O 12.89 0.86 -1.35
O 11.50 -1.21 -1.69
C 12.54 -0.06 -3.81
F 13.00 1.13 -4.16
F 13.57 -0.97 -3.68
F 11.60 -0.46 -4.73
C 13.53 3.41 3.46
C 12.91 2.15 2.86
O 12.53 2.17 1.46
O 14.83 3.44 3.02
H 13.56 3.27 4.54
H 12.94 4.27 3.16
H 12.11 1.80 3.50
H 13.62 1.33 2.95
H 11.88 1.46 1.40
H 15.28 2.68 3.39
C 5.63 -2.42 0.37
C 5.18 -3.47 1.42
O 4.59 -2.80 2.54
O 6.38 -1.36 1.03
H 4.79 -1.97 -0.16
H 6.24 -3.04 -0.30
H 6.02 -4.08 1.74
H 4.38 -4.08 0.99
H 4.93 -1.91 2.51
H 6.74 -0.73 0.41
C 11.16 3.97 -5.89
C 11.55 4.35 -4.53
O 10.60 4.05 -3.51
O 10.64 2.58 -5.99
H 12.04 4.10 -6.51
H 10.30 4.51 -6.28
H 11.78 5.41 -4.54
H 12.48 3.95 -4.14
H 10.51 4.90 -3.08
H 11.33 1.91 -5.96
C 11.50 -4.25 -1.82
C 10.01 -3.88 -2.00
O 9.21 -5.01 -2.29
O 11.83 -5.30 -0.88
H 12.11 -3.39 -1.51
H 11.73 -4.47 -2.86
H 9.85 -3.15 -2.79
H 9.61 -3.45 -1.09
H 8.32 -4.66 -2.36
H 11.72 -5.11 0.05
C 11.73 5.20 -0.48
O 10.69 5.84 -0.57
N 11.91 4.05 -1.00
N 12.75 5.60 0.18
H 12.69 3.45 -0.77
H 11.14 3.67 -1.54
H 13.41 4.86 0.38
H 12.68 6.49 0.65
C 3.55 1.94 -1.76
O 3.47 1.59 -2.92
N 4.54 2.70 -1.46
N 2.82 1.70 -0.81
H 4.70 3.03 -0.52
H 5.31 2.71 -2.11
H 2.66 2.41 -0.11
H 2.04 1.11 -1.05
C 15.74 2.37 -6.07
O 15.49 3.46 -5.58
N 15.38 1.20 -5.68
N 16.59 2.34 -7.15
H 14.72 1.07 -4.92
H 15.38 0.49 -6.41
H 16.99 3.21 -7.45
H 17.01 1.46 -7.42
C 7.51 0.79 -5.16
O 8.56 0.42 -4.60
N 7.58 1.67 -6.07
N 6.30 0.35 -4.92
H 6.78 1.56 -6.67
H 8.44 2.05 -6.45
H 5.61 0.71 -5.57
H 6.21 -0.36 -4.21
C 7.01 -2.77 -3.41
O 6.83 -3.57 -2.54
N 7.91 -1.83 -3.33
N 6.44 -2.75 -4.57
H 8.11 -1.27 -4.15
H 8.26 -1.54 -2.43
H 5.73 -3.44 -4.79
H 6.81 -2.08 -5.23
C 8.42 -1.63 -7.76
O 7.49 -0.93 -8.03
N 9.17 -1.62 -6.64
N 8.70 -2.61 -8.52
H 9.06 -0.82 -6.03
H 9.95 -2.25 -6.59
H 9.37 -3.34 -8.33
H 8.48 -2.33 -9.47
C 9.19 -2.07 2.72
C 10.49 -2.97 3.06
C 10.74 -2.80 4.67
C 11.68 -3.89 5.27
C 11.11 -5.27 4.96
C 10.80 -5.61 3.41
N 10.15 -4.45 2.76
O 9.86 -4.68 1.42
C 12.17 -5.89 2.83
C 9.86 -6.87 3.44
C 11.63 -2.44 2.14
H 8.31 -2.70 2.86
H 9.04 -1.88 1.65
H 9.10 -1.10 3.21
H 11.27 -1.87 4.86
H 9.80 -2.83 5.21
H 11.72 -3.78 6.35
H 12.67 -3.97 4.82
H 10.30 -5.33 5.68
H 11.81 -5.93 5.47
H 12.94 -5.13 2.75
H 12.68 -6.63 3.45
H 12.10 -6.19 1.78
H 8.82 -6.84 3.74
H 9.65 -7.20 2.43
H 10.24 -7.82 3.84
H 11.48 -1.39 1.91
H 11.42 -2.74 1.11
H 12.62 -2.76 2.46
H 9.09 -5.23 1.56
C 9.53 5.58 2.99
C 8.64 4.37 3.43
C 9.43 3.10 2.98
C 9.12 1.92 3.78
C 9.55 2.16 5.21
C 8.91 3.42 5.87
N 8.45 4.36 4.85
O 7.78 5.49 5.32
C 7.68 2.96 6.75
C 9.85 3.96 6.84
C 7.26 4.35 2.66
H 9.97 5.39 2.00
H 10.31 5.87 3.69
H 8.91 6.47 2.95
H 9.15 2.69 2.00
H 10.50 3.25 2.84
H 9.67 1.00 3.56
H 8.06 1.69 3.73
H 10.63 2.18 5.34
H 9.15 1.23 5.61
H 7.13 2.24 6.15
H 7.99 2.51 7.69
H 6.96 3.76 6.96
H 9.49 4.76 7.48
H 10.42 3.26 7.46
H 10.65 4.47 6.31
H 6.71 3.43 2.88
H 7.39 4.41 1.58
H 6.65 5.21 2.94
H 8.50 6.10 5.47
*
```

Calculated values
LUMO energy   -0.4 eV
Electronic energy   -138129.599 eV

Results of the Mulliken charge analysis, in e, for atoms 1 through 5: atom 1 (Li): 0.5518, atom 2 (C): -0.2446, atom 3 (F): -0.1332, atom 4 (F): -0.0856, atom 5 (F): -0.0400

***

Record 2
Below is 5 unconnected molecules or ions with the total composition C34H87N13O7P4S, with properties calculated with ωB97M-V with the def2-TZVPD basis set.

```
! RIJCOSX wB97M-V def2-TZVPD def2/J DEFGRID3
* xyz 0 1
C -3.09 -0.78 -3.09
C -3.43 -1.83 -4.11
C -3.98 -1.57 -5.35
C -4.26 -2.56 -6.28
C -3.96 -3.87 -5.96
C -3.40 -4.18 -4.72
C -3.10 -5.63 -4.42
O -1.87 -6.16 -4.98
S -0.76 -4.99 -5.32
O -0.63 -4.93 -6.76
O 0.64 -5.74 -4.82
C 1.44 -4.76 -4.12
C 2.55 -4.18 -5.00
N 2.36 -2.73 -5.24
C -3.15 -3.16 -3.81
H -2.38 -1.20 -2.39
H -3.95 -0.39 -2.55
H -2.58 0.06 -3.57
H -4.20 -0.55 -5.64
H -4.72 -2.33 -7.23
H -4.15 -4.66 -6.67
H -3.12 -5.80 -3.34
H -3.90 -6.21 -4.88
H 1.85 -5.27 -3.25
H 0.82 -3.93 -3.77
H 2.67 -4.74 -5.92
H 3.48 -4.28 -4.42
H 2.34 -2.59 -6.24
H 3.19 -2.24 -4.93
H -2.73 -3.44 -2.85
O -3.94 -0.01 -0.12
P -4.91 -0.80 0.74
N -5.59 0.48 1.67
C -4.85 1.18 2.71
C -6.44 1.38 0.91
N -3.76 -1.79 1.51
C -3.59 -1.96 2.93
C -2.45 -1.92 0.86
N -6.19 -1.94 1.25
C -6.91 -2.52 0.11
C -7.13 -1.68 2.32
H -5.55 1.63 3.41
H -4.19 1.96 2.31
H -4.24 0.49 3.30
H -7.34 0.85 0.57
H -5.93 1.78 0.03
H -6.77 2.21 1.52
H -3.00 -1.13 3.35
H -3.05 -2.88 3.15
H -4.53 -2.03 3.47
H -1.82 -1.07 1.06
H -2.56 -2.02 -0.22
H -1.95 -2.83 1.20
H -7.58 -1.80 -0.37
H -7.50 -3.39 0.42
H -6.20 -2.87 -0.65
H -7.92 -0.96 2.05
H -6.64 -1.31 3.22
H -7.62 -2.62 2.59
O 0.20 -0.93 -0.21
P 1.41 -0.06 0.05
N 2.66 -1.20 -0.33
C 2.98 -2.32 0.53
C 2.74 -1.55 -1.73
N 1.15 0.26 1.71
C 2.09 0.02 2.78
C -0.22 0.08 2.20
N 2.56 1.30 -0.04
C 2.13 2.33 -1.00
C 4.00 1.15 -0.12
H 4.01 -2.65 0.33
H 2.31 -3.18 0.39
H 2.97 -2.05 1.58
H 3.05 -0.67 -2.32
H 1.78 -1.89 -2.13
H 3.48 -2.33 -1.90
H 2.09 -1.02 3.11
H 1.83 0.63 3.65
H 3.11 0.31 2.52
H -0.45 -0.98 2.39
H -0.94 0.47 1.49
H -0.36 0.63 3.13
H 2.25 2.00 -2.04
H 2.69 3.26 -0.86
H 1.07 2.56 -0.84
H 4.34 0.82 -1.11
H 4.39 0.46 0.63
H 4.47 2.12 0.09
O 4.58 4.85 -2.70
P 5.56 5.04 -3.85
N 4.59 5.92 -4.96
C 3.51 5.33 -5.72
C 4.27 7.27 -4.51
N 5.84 3.39 -4.21
C 5.74 2.77 -5.51
C 5.46 2.43 -3.18
N 7.07 5.47 -4.70
C 8.05 6.13 -3.82
C 7.11 6.11 -6.01
H 3.32 5.93 -6.61
H 2.58 5.24 -5.14
H 3.77 4.34 -6.08
H 5.19 7.88 -4.47
H 3.82 7.28 -3.52
H 3.59 7.76 -5.21
H 4.70 2.52 -5.77
H 6.30 1.83 -5.52
H 6.17 3.38 -6.31
H 4.38 2.23 -3.19
H 5.73 2.79 -2.19
H 5.99 1.49 -3.32
H 7.75 7.15 -3.56
H 9.04 6.15 -4.27
H 8.14 5.57 -2.88
H 6.85 7.17 -5.98
H 6.46 5.61 -6.73
H 8.13 6.02 -6.39
O -0.16 0.24 5.71
P -1.03 -0.44 6.76
N -1.58 0.94 7.63
C -0.73 1.72 8.51
C -2.50 1.78 6.87
N 0.19 -1.37 7.51
C 0.49 -1.41 8.92
C 1.42 -1.58 6.74
N -2.28 -1.48 7.50
C -3.13 -2.14 6.50
C -3.10 -1.10 8.63
H -1.36 2.25 9.23
H -0.11 2.45 7.97
H -0.08 1.08 9.10
H -3.44 1.24 6.68
H -2.09 2.08 5.90
H -2.76 2.68 7.43
H 1.13 -0.57 9.23
H 1.04 -2.33 9.16
H -0.40 -1.44 9.55
H 2.09 -0.72 6.79
H 1.19 -1.78 5.69
H 1.95 -2.46 7.12
H -3.83 -1.44 6.04
H -3.70 -2.97 6.94
H -2.52 -2.57 5.70
H -3.89 -0.39 8.37
H -2.51 -0.68 9.44
H -3.58 -2.01 9.02
*
```

Calculated values
LUMO energy   0.1 eV
Electronic energy   -118356.630 eV
Energy above the lowest of the compared OMol25 structures with the same formula, charge and spin   0.0 kJ/mol

Results of the Mulliken charge analysis, in e, for atoms 1 through 5: atom 1 (C): -1.1950, atom 2 (C): 0.6886, atom 3 (C): -0.4324, atom 4 (C): -0.7707, atom 5 (C): -0.2534

***

Record 3
Below is 9 unconnected molecules or ions with the total composition C34H87N17O4P4, with properties calculated with ωB97M-V with the def2-TZVPD basis set.

```
! RIJCOSX wB97M-V def2-TZVPD def2/J DEFGRID3
* xyz 0 1
O 21.67 8.44 -24.03
P 22.82 9.40 -24.26
N 24.40 8.72 -24.15
C 24.79 7.56 -25.02
C 24.91 8.53 -22.79
N 22.86 10.77 -23.19
C 23.94 11.78 -23.24
C 21.67 11.08 -22.47
N 22.83 10.14 -25.82
C 23.95 10.94 -26.45
C 21.55 10.23 -26.50
H 25.75 7.11 -24.75
H 24.81 7.94 -26.04
H 24.01 6.80 -25.09
H 24.22 7.85 -22.29
H 24.94 9.43 -22.17
H 25.90 8.07 -22.88
H 24.07 12.18 -22.23
H 24.89 11.48 -23.68
H 23.56 12.65 -23.77
H 21.30 10.29 -21.81
H 21.83 11.99 -21.88
H 20.88 11.28 -23.19
H 23.66 11.99 -26.36
H 24.88 10.90 -25.89
H 24.05 10.55 -27.47
H 20.95 11.04 -26.09
H 21.01 9.30 -26.31
H 21.66 10.37 -27.58
O 14.29 14.48 -27.36
P 14.13 13.05 -27.08
N 14.11 12.12 -28.59
C 13.23 12.59 -29.69
C 15.43 11.66 -29.01
N 12.59 12.59 -26.45
C 12.04 13.32 -25.33
C 11.81 11.41 -26.81
N 15.23 12.26 -26.08
C 15.25 10.88 -25.63
C 16.37 13.09 -25.70
H 13.11 11.77 -30.41
H 13.75 13.34 -30.29
H 12.28 12.87 -29.23
H 16.02 12.50 -29.37
H 15.46 10.90 -29.79
H 15.98 11.27 -28.15
H 11.95 12.71 -24.43
H 12.60 14.24 -25.19
H 11.00 13.56 -25.56
H 12.53 10.61 -27.00
H 11.16 11.09 -26.00
H 11.29 11.62 -27.75
H 16.27 10.57 -25.40
H 14.61 10.78 -24.76
H 14.81 10.21 -26.37
H 16.90 12.71 -24.82
H 16.13 14.14 -25.52
H 17.19 13.13 -26.42
O 13.43 11.77 -20.42
P 12.43 11.77 -19.33
N 11.62 10.23 -19.04
C 10.69 9.98 -17.99
C 12.14 8.96 -19.62
N 11.11 12.85 -19.58
C 10.93 13.45 -20.98
C 10.09 13.04 -18.62
N 13.09 12.34 -17.85
C 13.27 13.82 -17.64
C 13.93 11.55 -16.99
H 10.55 8.92 -17.79
H 9.80 10.30 -18.53
H 10.87 10.58 -17.09
H 12.93 8.47 -19.05
H 12.52 9.24 -20.60
H 11.33 8.24 -19.78
H 11.03 14.53 -20.90
H 11.80 13.17 -21.58
H 9.94 13.14 -21.33
H 9.83 14.09 -18.47
H 9.17 12.59 -19.00
H 10.26 12.44 -17.72
H 14.31 14.10 -17.79
H 12.66 14.42 -18.31
H 13.04 14.09 -16.61
H 13.61 10.51 -17.12
H 14.00 11.93 -15.97
H 14.89 11.55 -17.50
O 9.24 9.40 -25.17
P 9.48 9.05 -23.73
N 8.55 9.86 -22.60
C 7.13 9.53 -22.74
C 8.85 10.25 -21.20
N 11.10 9.48 -23.29
C 12.28 8.76 -23.83
C 11.46 10.78 -22.75
N 9.32 7.42 -23.36
C 8.47 6.63 -24.17
C 9.83 6.81 -22.12
H 6.95 8.48 -22.51
H 6.93 9.56 -23.81
H 6.44 10.16 -22.19
H 9.35 11.21 -21.15
H 9.54 9.45 -20.93
H 7.97 10.20 -20.56
H 12.43 9.20 -24.82
H 13.16 8.89 -23.20
H 12.00 7.71 -23.86
H 10.60 11.40 -23.03
H 11.57 10.74 -21.67
H 12.40 11.14 -23.18
H 9.07 6.01 -24.84
H 7.84 5.98 -23.56
H 7.84 7.22 -24.83
H 9.17 6.85 -21.25
H 10.74 7.25 -21.71
H 10.00 5.75 -22.29
C 17.17 13.28 -17.88
C 17.36 12.04 -18.59
N 17.45 11.07 -19.21
H 18.10 13.67 -17.48
H 16.61 13.16 -16.95
H 16.78 14.12 -18.47
C 16.05 8.35 -18.01
C 15.93 8.81 -16.62
N 15.85 9.21 -15.52
H 15.67 9.12 -18.68
H 15.42 7.49 -18.24
H 17.10 8.13 -18.21
C 17.52 7.14 -25.73
C 16.50 7.69 -24.84
N 15.70 8.15 -24.13
H 17.34 6.06 -25.79
H 18.53 7.23 -25.32
H 17.34 7.63 -26.69
C 15.73 10.95 -22.15
C 17.12 11.35 -22.56
N 18.21 11.63 -22.88
H 15.01 11.72 -22.41
H 15.74 10.63 -21.10
H 15.48 10.03 -22.68
C 18.42 8.30 -21.27
C 19.50 8.28 -20.25
N 20.37 8.26 -19.52
H 18.61 7.46 -21.94
H 18.51 9.27 -21.76
H 17.46 8.29 -20.75
*
```

Calculated values
LUMO energy   0.4 eV
Electronic energy   -107347.234 eV

Results of the Mulliken charge analysis, in e, for atoms 1 through 5: atom 1 (O): -0.9047, atom 2 (P): 0.3375, atom 3 (N): 0.2028, atom 4 (C): -0.9459, atom 5 (C): -1.0304

***

Computed HOMO energy, in the same sequence as the records: -7.47, -7.87, -7.93 eV.
Computed F_max, in the same sequence as the records: 10.386, 5.875, 4.073 eV/A.